(1)
The following is a quantum chemistry calculation of a structure of composition C30H44FeN2O5P2S2, from OMol25.

Values from the calculation:
Energy relative to the best compared isomer or geometry (same formula, charge and spin): 33.4 kcal/mol
HOMO (alpha / beta): -4.17 / -4.25 eV
M: 694.6 g mol⁻¹
Expectation value of S²: 1.00
Kohn-Sham gap (alpha / beta): 6.713 / 6.739 eV

The geometry in ORCA input format:
```
! wB97M-V def2-TZVPD RIJCOSX def2/J DEFGRID3
* xyz -1 2
Fe -0.307 -0.658 0.258
C -2.591 -2.035 -2.364
C -3.568 -1.172 -1.573
C -4.650 -2.066 -0.967
P -2.625 -0.147 -0.319
C -3.960 0.252 0.919
C -5.020 1.224 0.411
C -3.390 0.744 2.245
C -2.298 1.356 -1.269
C -3.225 1.978 -2.113
C -2.922 3.104 -2.853
C -3.947 3.771 -3.736
C -1.605 3.573 -2.778
C -0.664 2.966 -1.979
C -0.992 1.864 -1.152
N -0.081 1.249 -0.329
C 0.963 1.988 0.219
C 0.849 3.352 0.538
C 1.922 4.071 1.026
C 3.160 3.470 1.250
C 4.341 4.250 1.771
C 3.249 2.107 1.019
C 2.174 1.355 0.543
P 2.200 -0.422 0.191
C 3.511 -0.495 -1.144
C 3.261 -1.624 -2.150
C 4.967 -0.527 -0.682
C 2.839 -1.332 1.686
C 3.830 -0.665 2.632
C 3.288 -2.742 1.281
H -3.105 -2.518 -3.201
H -2.180 -2.810 -1.719
H -1.754 -1.459 -2.758
H -4.029 -0.472 -2.271
H -4.219 -2.778 -0.257
H -5.128 -2.640 -1.766
H -5.430 -1.503 -0.458
H -4.433 -0.713 1.111
H -4.583 2.200 0.194
H -5.783 1.359 1.182
H -5.519 0.867 -0.493
H -2.825 1.672 2.124
H -2.730 0.007 2.693
H -4.205 0.932 2.949
H -4.227 1.573 -2.195
H -4.960 3.560 -3.390
H -3.873 3.428 -4.772
H -3.813 4.855 -3.741
H -1.313 4.432 -3.375
H 0.356 3.326 -1.985
H -0.105 3.844 0.396
H 1.792 5.126 1.249
H 4.185 5.323 1.651
H 5.257 3.981 1.241
H 4.509 4.056 2.833
H 4.188 1.615 1.242
H 3.341 0.453 -1.663
H 3.397 -2.602 -1.679
H 3.970 -1.549 -2.981
H 2.249 -1.593 -2.542
H 5.254 -1.516 -0.330
H 5.183 0.192 0.107
H 5.612 -0.282 -1.531
H 1.922 -1.471 2.249
H 4.829 -0.576 2.195
H 3.908 -1.269 3.540
H 3.486 0.321 2.941
H 4.277 -2.751 0.824
H 2.582 -3.202 0.582
H 3.329 -3.375 2.170
O -0.143 0.557 5.793
S 1.144 0.347 5.170
O 0.524 -0.684 3.450
O 1.925 -0.748 5.701
S -0.244 0.145 2.380
O 0.334 -2.014 -1.579
C 0.084 -2.982 -0.854
C 0.332 -4.436 -1.197
C -0.229 -5.155 0.027
C -0.734 -4.025 0.937
O -1.286 -4.216 1.996
N -0.480 -2.804 0.346
H 1.398 -4.599 -1.363
H -0.188 -4.671 -2.127
H 0.512 -5.736 0.576
H -1.066 -5.814 -0.202
*
```

Results of the Löwdin charge analysis, in e, for atoms 1 through 4: Fe 0.115; C -0.121; C -0.513; C -0.118

=====

(2)
The following is a quantum chemistry calculation of a structure of composition C30H44IrN2O2S2 at a distorted geometry, from OMol25.

Values from the calculation:
Energy relative to the best compared isomer or geometry (same formula, charge and spin): 13.4 kcal/mol
HOMO (alpha / beta): -8.85 / -11.03 eV
M: 721.0 g mol⁻¹
Expectation value of S²: 6.01
Kohn-Sham gap (alpha / beta): 7.055 / 8.107 eV

The geometry in ORCA input format:
```
! wB97M-V def2-TZVPD RIJCOSX def2/J DEFGRID3
* xyz 1 5
Ir 0.156 -0.059 -0.185
C 2.858 -0.837 1.326
N 2.520 -0.437 -0.056
C 3.037 -1.482 -0.967
C 3.174 0.844 -0.390
C 2.533 2.025 0.293
N 1.123 2.182 -0.080
C 0.969 2.778 -1.413
C 0.431 3.006 0.918
H 3.944 -0.892 1.461
H 2.429 -1.813 1.538
H 2.452 -0.122 2.040
H 4.115 -1.612 -0.812
H 2.850 -1.203 -1.997
H 2.530 -2.426 -0.773
H 3.133 0.966 -1.473
H 4.233 0.805 -0.111
H 3.105 2.928 0.052
H 2.579 1.898 1.376
H 1.306 3.820 -1.415
H -0.082 2.733 -1.701
H 1.547 2.219 -2.150
H 0.925 3.977 1.032
H 0.423 2.491 1.879
H -0.598 3.173 0.605
C -4.203 0.341 -0.621
C -2.856 0.101 -1.353
C -2.922 0.898 -2.670
C -1.723 0.667 -0.518
C -2.734 -1.419 -1.577
C -3.282 -2.046 -2.699
C -3.260 -3.433 -2.841
C -2.690 -4.232 -1.857
C -2.150 -3.627 -0.728
C -2.179 -2.243 -0.592
H -4.348 1.412 -0.430
H -4.217 -0.189 0.338
H -5.043 -0.022 -1.224
H -3.097 1.951 -2.431
H -3.741 0.570 -3.321
H -1.986 0.831 -3.227
H -2.028 1.557 0.038
H -3.736 -1.452 -3.486
H -3.701 -3.889 -3.722
H -2.684 -5.312 -1.961
H -1.717 -4.239 0.059
H -1.785 -1.789 0.310
C -0.132 -3.120 -4.051
S -0.115 -1.407 -3.603
C 1.159 -0.870 -4.727
O 0.515 -1.361 -2.219
H 0.816 -3.557 -3.734
H -0.266 -3.193 -5.135
H -0.975 -3.583 -3.534
H 0.723 -0.747 -5.722
H 1.973 -1.599 -4.742
H 1.507 0.095 -4.354
O -0.335 -0.406 2.127
S 0.091 -0.415 3.580
C -1.443 -0.690 4.447
C -1.429 -0.946 5.814
C -2.637 -1.149 6.463
C -3.833 -1.090 5.748
C -3.824 -0.823 4.386
C -2.618 -0.614 3.721
C 0.895 -1.973 3.884
C 2.038 -2.002 4.668
C 2.698 -3.215 4.848
C 2.214 -4.362 4.235
C 1.062 -4.313 3.448
C 0.393 -3.113 3.269
H -0.493 -0.997 6.364
H -2.648 -1.359 7.527
H -4.776 -1.249 6.261
H -4.757 -0.777 3.833
H -2.583 -0.400 2.657
H 2.411 -1.092 5.132
H 3.591 -3.258 5.462
H 2.736 -5.302 4.367
H 0.682 -5.216 2.983
H -0.500 -3.051 2.653
*
```

Results of the Löwdin charge analysis, in e, for atoms 1 through 4: Ir 1.300; C -0.091; N -0.346; C -0.097

=====

(3)
The following is a quantum chemistry calculation of a structure of composition C30H44N4P2RuSi at a distorted geometry, from OMol25.

Values from the calculation:
Energy relative to the best compared isomer or geometry (same formula, charge and spin): 123.4 kcal/mol
HOMO (alpha / beta): -11.62 / -13.18 eV
M: 651.8 g mol⁻¹
Expectation value of S²: 6.04
Kohn-Sham gap (alpha / beta): 5.355 / 3.979 eV

The geometry in ORCA input format:
```
! wB97M-V def2-TZVPD RIJCOSX def2/J DEFGRID3
* xyz 2 5
Ru -1.008 -0.319 0.008
C -0.769 0.902 -3.364
C -0.005 1.807 -2.737
C -0.510 3.147 -2.238
C -1.891 3.072 -1.590
C -2.176 1.837 -0.771
C -2.786 0.669 -1.207
C -3.225 0.460 -2.686
C -2.225 0.989 -3.717
C -1.460 -0.950 2.070
H -0.245 0.067 -3.863
H 1.091 1.728 -2.895
H -0.588 3.887 -3.033
H 0.248 3.602 -1.602
H -2.020 3.960 -0.920
H -2.660 3.207 -2.370
H -2.332 2.144 0.264
H -3.488 0.140 -0.516
H -4.213 0.939 -2.886
H -3.432 -0.616 -2.831
H -2.390 0.398 -4.619
H -2.518 2.015 -3.986
H -2.176 -1.630 1.544
H -2.091 -0.361 2.763
H -0.731 -1.561 2.640
P -0.065 1.081 1.641
P 1.188 -0.530 -0.728
N -1.477 2.093 2.290
N 0.867 1.059 3.221
N 0.785 -1.378 -2.441
N 2.971 -1.316 -0.812
C 1.075 2.064 0.601
C 1.899 1.189 -0.397
C -2.812 1.709 2.057
C -3.674 2.694 2.522
C -2.858 3.693 3.138
C -1.528 3.311 2.976
C 0.131 1.109 4.414
C 0.835 1.763 5.405
C 2.109 2.116 4.842
C 2.117 1.656 3.520
C -0.503 -1.917 -2.461
C -0.653 -2.740 -3.591
C 0.558 -2.709 -4.301
C 1.423 -1.846 -3.589
C 3.714 -2.165 -1.635
C 4.973 -2.367 -1.058
C 5.020 -1.636 0.167
C 3.774 -1.014 0.298
H 1.782 2.623 1.242
H 0.459 2.814 0.082
H 2.008 1.717 -1.353
H 2.937 1.046 -0.058
H -3.072 0.820 1.466
H -4.765 2.618 2.458
H -3.212 4.556 3.674
H -0.627 3.795 3.331
H -0.859 0.678 4.444
H 0.467 2.017 6.395
H 2.901 2.672 5.357
H 2.907 1.694 2.776
H -1.250 -1.685 -1.688
H -1.574 -3.248 -3.864
H 0.780 -3.250 -5.229
H 2.440 -1.508 -3.826
H 3.334 -2.597 -2.556
H 5.752 -2.972 -1.499
H 5.837 -1.557 0.877
H 3.422 -0.371 1.097
C -1.331 -3.732 0.877
Si 0.215 -2.577 0.490
C 1.387 -2.672 1.978
C 0.898 -3.854 -0.757
H -1.410 -3.935 1.955
H -1.275 -4.688 0.326
H -2.267 -3.248 0.579
H 1.222 -3.667 2.424
H 2.446 -2.549 1.710
H 1.186 -1.920 2.746
H 0.658 -4.823 -0.295
H 0.357 -3.842 -1.711
H 1.979 -3.808 -0.985
*
```

Results of the Löwdin charge analysis, in e, for atoms 1 through 4: Ru 0.484; C -0.116; C -0.128; C -0.171

=====

Which value of expectation value of S² does entry 3 give?
6.04

=====

Please write out number 3 again, unchanged.
The following is a quantum chemistry calculation of a structure of composition C30H44N4P2RuSi at a distorted geometry, from OMol25.

Values from the calculation:
Energy relative to the best compared isomer or geometry (same formula, charge and spin): 123.4 kcal/mol
HOMO (alpha / beta): -11.62 / -13.18 eV
M: 651.8 g mol⁻¹
Expectation value of S²: 6.04
Kohn-Sham gap (alpha / beta): 5.355 / 3.979 eV

The geometry in ORCA input format:
```
! wB97M-V def2-TZVPD RIJCOSX def2/J DEFGRID3
* xyz 2 5
Ru -1.008 -0.319 0.008
C -0.769 0.902 -3.364
C -0.005 1.807 -2.737
C -0.510 3.147 -2.238
C -1.891 3.072 -1.590
C -2.176 1.837 -0.771
C -2.786 0.669 -1.207
C -3.225 0.460 -2.686
C -2.225 0.989 -3.717
C -1.460 -0.950 2.070
H -0.245 0.067 -3.863
H 1.091 1.728 -2.895
H -0.588 3.887 -3.033
H 0.248 3.602 -1.602
H -2.020 3.960 -0.920
H -2.660 3.207 -2.370
H -2.332 2.144 0.264
H -3.488 0.140 -0.516
H -4.213 0.939 -2.886
H -3.432 -0.616 -2.831
H -2.390 0.398 -4.619
H -2.518 2.015 -3.986
H -2.176 -1.630 1.544
H -2.091 -0.361 2.763
H -0.731 -1.561 2.640
P -0.065 1.081 1.641
P 1.188 -0.530 -0.728
N -1.477 2.093 2.290
N 0.867 1.059 3.221
N 0.785 -1.378 -2.441
N 2.971 -1.316 -0.812
C 1.075 2.064 0.601
C 1.899 1.189 -0.397
C -2.812 1.709 2.057
C -3.674 2.694 2.522
C -2.858 3.693 3.138
C -1.528 3.311 2.976
C 0.131 1.109 4.414
C 0.835 1.763 5.405
C 2.109 2.116 4.842
C 2.117 1.656 3.520
C -0.503 -1.917 -2.461
C -0.653 -2.740 -3.591
C 0.558 -2.709 -4.301
C 1.423 -1.846 -3.589
C 3.714 -2.165 -1.635
C 4.973 -2.367 -1.058
C 5.020 -1.636 0.167
C 3.774 -1.014 0.298
H 1.782 2.623 1.242
H 0.459 2.814 0.082
H 2.008 1.717 -1.353
H 2.937 1.046 -0.058
H -3.072 0.820 1.466
H -4.765 2.618 2.458
H -3.212 4.556 3.674
H -0.627 3.795 3.331
H -0.859 0.678 4.444
H 0.467 2.017 6.395
H 2.901 2.672 5.357
H 2.907 1.694 2.776
H -1.250 -1.685 -1.688
H -1.574 -3.248 -3.864
H 0.780 -3.250 -5.229
H 2.440 -1.508 -3.826
H 3.334 -2.597 -2.556
H 5.752 -2.972 -1.499
H 5.837 -1.557 0.877
H 3.422 -0.371 1.097
C -1.331 -3.732 0.877
Si 0.215 -2.577 0.490
C 1.387 -2.672 1.978
C 0.898 -3.854 -0.757
H -1.410 -3.935 1.955
H -1.275 -4.688 0.326
H -2.267 -3.248 0.579
H 1.222 -3.667 2.424
H 2.446 -2.549 1.710
H 1.186 -1.920 2.746
H 0.658 -4.823 -0.295
H 0.357 -3.842 -1.711
H 1.979 -3.808 -0.985
*
```

Results of the Löwdin charge analysis, in e, for atoms 1 through 4: Ru 0.484; C -0.116; C -0.128; C -0.171

=====

Number 1 is which compound?
C30H44FeN2O5P2S2